Record 1
C23H37F6N3O13 | the ωB97M-V functional and the def2-TZVPD basis

Geometry as XYZ:
```
82
Properties=species:S:1:pos:R:3:forces:R:3:lowdin_charge:R:1
C 6.4775 -4.6919 3.5256 -0.9 0.5 0.1 -0.059
C 5.8415 -4.7206 2.1479 1.0 -1.3 0.3 -0.217
O 4.7069 -3.8624 2.1615 -0.1 0.4 -0.2 0.042
C 4.2000 -3.5616 0.9770 0.1 -0.3 0.2 -0.399
O 4.5865 -3.9494 -0.0815 -0.1 0.0 -0.3 0.181
C 3.0255 -2.5786 1.1223 0.3 0.4 1.2 -0.540
F 2.0061 -2.8910 0.3503 -0.1 0.1 -0.4 0.190
F 2.5837 -2.5081 2.3946 0.0 -0.2 -0.3 0.145
F 3.4737 -1.3430 0.8368 -0.1 0.0 -0.5 0.157
H 6.7757 -3.6695 3.7658 0.3 -0.1 -0.1 0.082
H 7.3100 -5.3845 3.5832 0.1 0.0 0.0 0.081
H 5.7313 -4.9453 4.2830 0.1 -0.2 -0.1 0.082
H 5.5242 -5.7377 1.8973 -0.2 0.1 0.0 0.134
H 6.5889 -4.4756 1.3919 -0.3 0.5 -0.1 0.129
C -2.6506 1.4042 -1.0997 0.2 0.9 0.1 -0.067
C -3.7854 1.1226 -2.0536 0.4 -0.1 0.1 -0.178
O -4.8751 0.4091 -1.4325 -0.2 -0.3 0.0 0.048
C -5.6146 1.0680 -0.5729 0.0 0.2 0.0 -0.412
O -5.4895 2.2063 -0.2269 0.0 0.2 0.0 0.166
C -6.7789 0.2125 -0.0334 0.1 -0.2 0.1 -0.548
F -7.9224 0.6148 -0.5965 -0.1 0.0 -0.1 0.168
F -6.6318 -1.0919 -0.2748 0.0 0.1 0.0 0.167
F -6.8819 0.3800 1.2869 0.0 0.0 0.0 0.166
H -1.8377 1.8497 -1.6793 0.1 -0.4 0.0 0.049
H -2.2975 0.5271 -0.5642 0.0 -0.1 -0.2 0.064
H -2.9024 2.1926 -0.3864 -0.3 -0.2 0.1 0.075
H -3.4495 0.4368 -2.8269 -0.1 0.0 -0.1 0.119
H -4.1555 2.0412 -2.5053 -0.1 0.0 0.0 0.124
C -0.5326 4.6254 0.9737 -0.4 0.7 -0.5 -0.034
O 0.2988 3.5925 1.4750 0.2 -0.5 -0.2 -0.019
C 1.1888 3.9489 2.3964 -0.5 0.1 0.3 -0.608
O 1.3299 5.0484 2.8505 0.1 0.1 0.0 0.145
O 1.8376 2.8427 2.7811 0.0 -0.1 -0.2 -0.025
C 2.4659 2.9119 4.0544 0.7 -0.3 0.2 -0.036
H -1.1581 5.0522 1.7574 0.2 0.1 0.1 0.102
H -1.2043 4.2000 0.2295 0.2 -0.3 0.1 0.084
H 0.0558 5.3948 0.4735 0.0 0.0 0.2 0.078
H 2.9248 3.8784 4.2425 -0.3 0.1 0.0 0.094
H 3.2638 2.1687 4.0488 -0.1 0.0 -0.1 0.093
H 1.7519 2.6391 4.8299 -0.1 0.2 0.0 0.100
C -0.9774 3.6582 -3.5924 0.1 0.2 0.1 -0.041
O -0.9018 2.6990 -4.6550 0.3 0.0 -0.1 0.001
C -2.0404 2.3861 -5.2605 0.0 -0.1 0.3 -0.625
O -3.1268 2.7988 -4.9660 -0.5 0.1 -0.1 0.121
O -1.7724 1.4967 -6.2130 0.6 0.0 -0.1 0.005
C -2.8737 1.0426 -6.9719 -0.7 -0.2 -0.7 -0.049
H -0.2969 3.3086 -2.8216 -0.1 0.0 0.1 0.043
H -1.9990 3.7424 -3.2313 0.0 0.0 0.1 0.089
H -0.6407 4.6350 -3.9399 -0.1 -0.1 -0.2 0.095
H -3.3801 0.2184 -6.4704 -0.1 0.1 0.1 0.099
H -2.5235 0.6773 -7.9372 0.4 0.0 0.2 0.094
H -3.5769 1.8438 -7.1981 0.0 0.0 0.3 0.097
C -0.3389 -2.6842 3.5374 -0.3 0.4 0.1 -0.040
O -0.8330 -3.9963 3.2882 0.2 -0.3 -0.2 0.014
C -0.9150 -4.7712 4.3695 0.0 0.0 -0.1 -0.624
O -0.8144 -4.4098 5.5090 0.1 0.1 0.3 0.129
O -1.1232 -6.0225 3.9716 -0.1 0.0 -0.5 0.008
C -1.3869 -6.9562 5.0022 0.0 -0.2 0.7 -0.049
H 0.4581 -2.7263 4.2739 0.0 0.2 0.1 0.096
H -1.1588 -2.0453 3.8664 0.1 0.0 0.3 0.102
H 0.0337 -2.2809 2.6023 0.0 -0.3 -0.1 0.069
H -1.7292 -7.8721 4.5340 0.0 0.1 -0.2 0.093
H -2.1427 -6.5734 5.6890 0.0 0.0 -0.1 0.098
H -0.4888 -7.1676 5.5863 0.0 0.1 -0.1 0.098
C 2.6557 4.1250 -3.2869 -0.2 -0.4 0.1 -0.069
C 1.9613 5.1373 -2.5035 0.0 0.0 -0.2 -0.286
N 1.3838 5.8993 -1.8704 -0.1 0.1 0.1 0.145
H 2.3110 4.1001 -4.3190 0.0 0.2 0.0 0.084
H 2.4007 3.1542 -2.8518 0.2 0.0 0.0 0.047
H 3.7291 4.2883 -3.2649 0.0 0.0 0.0 0.081
C 0.7714 0.5697 0.7935 0.3 -0.8 0.8 -0.051
C 0.8887 1.1075 -0.5391 -0.3 0.0 0.1 -0.233
N 0.9360 1.5742 -1.5839 0.2 0.1 -0.4 0.182
H -0.0757 0.9841 1.3314 0.0 0.3 -0.1 0.089
H 1.6825 0.7533 1.3598 -0.1 0.3 0.0 0.077
H 0.6592 -0.5167 0.8062 -0.1 0.0 -0.5 0.067
C 0.2343 -1.1243 -3.4244 0.4 0.0 -0.2 -0.068
C -0.7649 -1.5486 -2.4581 0.2 0.0 0.1 -0.277
N -1.5414 -1.8370 -1.6644 -0.1 0.0 0.1 0.148
H 0.4705 -1.9004 -4.1510 -0.4 0.0 0.0 0.083
H 1.1774 -0.9033 -2.9252 -0.1 0.2 0.2 0.069
H -0.1124 -0.2209 -3.9239 0.1 0.0 -0.1 0.071
```
Positions in Å, forces in eV/Å.

## Properties
Lowest unoccupied orbital energy (eV): 0.32
Spin multiplicity: 1
Charge: 0
HOMO-LUMO gap (eV): 11.2157
HOMO level (eV): -10.893

***

Record 2
C5H13N | the ωB97M-V functional and the def2-TZVPD basis

Geometry as XYZ:
```
19
Properties=species:S:1:pos:R:3:forces:R:3:lowdin_charge:R:1
C -0.4228 1.0316 1.0099 0.3 0.8 -1.8 -0.073
C -0.7417 0.0622 -0.1420 0.7 -1.2 0.4 -0.372
N -2.1048 0.2821 -0.5103 0.2 0.2 -0.4 0.011
C 2.1255 -0.6656 0.0548 5.4 -0.7 -0.6 0.096
C 2.7495 0.2966 -0.7095 1.2 0.9 -1.4 0.039
C -2.9761 -0.8044 -0.1787 -1.3 0.7 -1.0 -0.137
H -0.4046 2.0067 0.5050 -0.6 0.1 0.4 0.091
H -1.2216 1.0080 1.7391 0.4 0.0 0.5 0.088
H 0.6158 1.0066 1.3489 -0.3 -0.6 0.9 0.048
H -0.5296 -1.0088 0.0694 -0.3 0.0 0.7 0.105
H -0.0037 0.1772 -0.9498 -0.7 0.8 -0.6 0.082
H 2.2029 -1.5902 -0.5235 -2.8 -0.4 0.1 0.163
H 2.6141 -0.6797 1.0255 -1.3 0.0 0.7 0.141
H 1.7761 0.6949 -0.1218 -1.2 0.2 0.2 0.171
H 2.6178 0.3872 -1.7837 -0.4 -0.5 0.0 0.130
H 3.5863 0.9385 -0.4266 -0.6 0.3 1.0 0.148
H -2.6525 -1.7417 -0.6366 0.4 -0.4 0.9 0.089
H -3.9558 -0.6474 -0.6474 0.2 0.3 -0.2 0.080
H -3.2747 -0.7542 0.8772 0.7 -0.7 0.2 0.102
```
Positions in Å, forces in eV/Å.

## Properties
Lowest unoccupied orbital energy (alpha / beta) (eV): -7.24 / -7.26
Spin multiplicity: 2
Charge: +1
HOMO-LUMO gap (alpha / beta) (eV): 5.5754 / 5.5707
HOMO level (alpha / beta) (eV): -12.817 / -12.831

***

Record 3
C2H4O3P | the ωB97M-V functional and the def2-TZVPD basis

Geometry as XYZ:
```
10
Properties=species:S:1:pos:R:3:forces:R:3:lowdin_charge:R:1
C 0.8165 -1.5165 -0.1374 -3.0 0.6 1.3 -0.281
C -0.2414 0.7556 0.1185 0.1 -2.0 0.4 -0.033
O 3.1273 -3.0497 0.2288 -0.9 0.3 -0.2 -0.377
O 3.2932 -0.8366 -1.0569 -0.2 0.2 -0.2 -0.370
O 0.9680 -2.2447 -1.3101 0.8 0.4 0.5 -0.221
P 2.4641 -1.8799 -0.4176 1.3 -0.3 -0.4 0.325
H 0.0054 -1.8468 0.5743 1.1 0.3 -0.8 0.062
H -0.1210 0.5346 1.1873 0.4 0.5 -0.4 -0.038
H -1.3245 0.7631 -0.1047 0.8 0.0 -0.5 -0.035
H 0.4743 1.3671 -0.4246 -0.3 0.0 0.3 -0.033
```
Positions in Å, forces in eV/Å.

## Properties
Lowest unoccupied orbital energy (alpha / beta) (eV): 3.94 / 4.22
Spin multiplicity: 1
Charge: -1
HOMO-LUMO gap (alpha / beta) (eV): 7.6414 / 8.5025
HOMO level (alpha / beta) (eV): -3.704 / -4.283

***

Record 4
C20H20ClN4 | the ωB97M-V functional and the def2-TZVPD basis

Geometry as XYZ:
```
45
Properties=species:S:1:pos:R:3:forces:R:3:lowdin_charge:R:1
Cl 0.8443 0.2402 1.2370 0.0 0.0 -0.3 -0.541
N 1.5768 0.6198 -4.8556 0.0 -0.2 -0.6 0.027
C 2.7451 0.1012 -4.4890 -0.6 0.0 0.5 -0.176
C 2.9828 -0.2977 -3.1796 0.5 0.1 0.1 -0.084
C 1.9954 -0.1462 -2.2178 0.0 0.3 -0.4 -0.078
C 0.7630 0.3709 -2.6209 0.4 -0.5 0.5 -0.069
C 0.6032 0.7122 -3.9509 0.1 0.1 0.0 -0.169
H 3.4876 -0.0079 -5.2686 0.1 0.1 0.0 0.091
H 3.9690 -0.6450 -2.8927 -0.1 -0.2 -0.1 0.093
H 2.1937 -0.3689 -1.1766 -0.3 0.0 0.1 0.042
H -0.0024 0.4500 -1.8594 -0.2 0.2 -0.1 0.067
H -0.3351 1.0986 -4.3325 -0.1 0.1 0.1 0.094
N -2.5689 -1.9423 0.6725 -0.5 -0.3 -0.2 0.072
C -3.8882 -1.9567 0.8781 0.4 0.1 0.3 -0.165
C -4.8053 -1.3512 0.0340 0.4 -0.1 -0.2 -0.097
C -4.2923 -0.7049 -1.0810 -0.2 0.2 -0.7 -0.111
C -2.9273 -0.6807 -1.3373 -0.2 -0.7 0.4 -0.071
C -2.1112 -1.3602 -0.4347 0.4 0.8 0.7 -0.161
H -4.1817 -2.4160 1.8159 -0.2 -0.1 -0.1 0.096
H -5.8690 -1.3793 0.2211 0.0 0.0 0.1 0.093
H -4.9721 -0.2183 -1.7729 0.0 0.1 0.1 0.100
H -2.5033 -0.2038 -2.2084 -0.1 0.1 0.0 0.091
H -1.0260 -1.2681 -0.4420 0.0 -0.2 -0.4 0.053
N -4.5349 3.3443 0.8606 0.1 0.1 0.1 0.034
C -4.1069 4.5988 0.7652 0.4 -0.2 0.5 -0.181
C -2.7543 4.9203 0.6556 -0.1 0.1 0.0 -0.091
C -1.8351 3.8909 0.6678 0.3 -0.7 -0.3 -0.077
C -2.2580 2.5630 0.7704 -0.2 0.6 -0.4 -0.053
C -3.6233 2.3581 0.8488 -0.7 0.1 0.1 -0.146
H -4.8624 5.3663 0.8906 0.0 0.1 -0.3 0.090
H -2.4145 5.9412 0.5374 -0.1 0.1 0.1 0.090
H -0.7727 4.0505 0.5283 0.0 0.2 0.1 0.107
H -1.5295 1.7701 0.6816 0.0 -0.3 0.4 0.038
H -4.0995 1.3882 0.9298 0.5 -0.3 -0.1 0.088
N 3.1002 -3.0605 2.7528 0.7 0.0 -0.2 0.072
C 3.9063 -3.4968 3.7220 -0.2 -0.6 -0.2 -0.173
C 5.2404 -3.1519 3.8503 0.0 0.4 0.0 -0.096
C 5.7667 -2.2854 2.9069 0.6 0.0 -0.4 -0.107
C 4.9988 -1.8938 1.8264 -0.5 -0.1 0.5 -0.074
C 3.6626 -2.2880 1.8125 -0.6 0.6 0.4 -0.146
H 3.4635 -4.2214 4.4000 0.0 0.2 0.2 0.096
H 5.8433 -3.4992 4.6783 -0.1 -0.1 0.0 0.091
H 6.7853 -1.9144 2.9664 0.0 -0.2 0.2 0.097
H 5.3822 -1.2143 1.0795 0.0 0.0 -0.1 0.097
H 2.9636 -1.8117 1.1298 0.0 -0.3 -0.2 0.051
```
Positions in Å, forces in eV/Å.

## Properties
Lowest unoccupied orbital energy (eV): 3.00
Spin multiplicity: 1
Charge: -1
HOMO-LUMO gap (eV): 7.5966
HOMO level (eV): -4.600

***

Record 5
C36H31F12O21Zr | the ωB97M-V functional and the def2-TZVPD basis

Geometry as XYZ:
```
101
Properties=species:S:1:pos:R:3:forces:R:3:lowdin_charge:R:1
Zr -0.2630 0.5305 0.0490 0.5 3.0 0.6 2.051
C -2.9938 -2.9620 0.3669 1.1 6.4 -1.2 -0.010
C -2.0009 -1.9430 0.1332 0.8 -2.3 1.2 -0.237
C -0.4797 -2.3994 0.1457 -1.3 -2.1 0.1 -0.261
O 0.3867 -1.4789 0.0349 -0.5 -0.2 0.3 -0.173
C -0.1881 -3.7575 0.3377 1.4 3.2 -1.5 -0.011
C -1.1641 -4.6440 0.6597 0.8 -4.6 3.5 -0.322
C -2.6167 -4.2110 0.6263 -1.6 -5.5 0.7 -0.416
O -3.5379 -5.0624 0.8400 1.7 0.4 0.0 -0.033
O -0.7758 -5.7624 1.2393 -2.0 2.8 -2.1 -0.068
O -2.0694 -0.6837 0.0620 -0.6 0.2 -0.3 -0.141
H -4.0532 -2.7717 0.4550 0.0 0.4 -0.2 0.113
H 0.8390 -4.0913 0.3259 0.0 0.0 0.1 0.100
C 1.7316 3.5821 -1.6490 0.8 0.8 0.1 -0.008
C 1.9251 4.3077 -2.8538 -0.7 1.2 -1.9 -0.345
C 0.9236 5.5049 -3.1728 -0.6 -1.0 -1.8 -0.324
O 0.9715 5.8067 -4.3945 -0.4 1.1 2.7 -0.035
C -0.0610 5.8405 -2.1389 2.8 -0.3 -2.5 -0.029
C -0.1858 5.0291 -1.0338 -1.7 2.2 1.9 -0.429
C 0.7013 3.8477 -0.7953 0.3 -4.0 -1.1 -0.271
O 0.3961 2.7827 -0.0278 -0.9 0.2 0.8 -0.244
O -1.0421 5.4086 -0.1644 0.2 -1.3 0.7 -0.116
O 2.6138 3.9749 -3.8147 0.5 -0.2 1.4 0.043
H 2.3675 2.7139 -1.5586 -0.2 -0.4 0.3 0.105
H -0.5486 6.8020 -2.2028 -0.5 -0.2 0.1 0.080
C 1.3960 0.7260 -4.0765 -0.7 -4.3 4.8 -0.012
C 0.5729 0.5179 -2.9280 -1.2 3.3 -2.6 -0.267
C -0.8306 1.2959 -2.8699 3.8 1.7 -3.9 -0.300
O -1.3391 1.2106 -1.7452 -1.6 -0.4 2.1 -0.165
C -1.0240 2.2968 -3.9043 -1.8 -3.6 4.2 -0.003
C -0.1649 2.3992 -4.9691 0.4 6.1 -3.1 -0.310
C 1.1023 1.5839 -5.0703 3.4 3.7 -4.0 -0.363
O 2.0578 1.9960 -5.8579 -3.4 -1.8 1.4 -0.042
O -0.2651 3.5336 -5.6456 0.3 -4.7 1.2 -0.038
O 0.8989 0.1281 -1.7714 0.5 -0.9 0.7 -0.167
H 2.3159 0.1629 -4.0202 0.5 0.4 -0.3 0.103
H -1.7842 3.0312 -3.6828 0.0 0.3 -0.4 0.110
C 1.2251 0.1577 4.0686 0.1 0.2 1.2 -0.106
C -0.2062 0.1830 3.6185 -0.2 -0.5 -2.6 -0.387
O -0.3022 0.5361 2.2450 -0.2 -0.2 -0.7 -0.411
H 1.2153 -0.1581 5.1118 0.1 0.2 0.6 0.051
H 1.6201 1.1725 4.0214 0.3 -0.2 -0.1 0.068
H 1.8948 -0.5782 3.6235 -0.3 0.2 -0.8 0.062
H -0.8263 0.8278 4.2413 0.1 0.6 0.2 0.084
H -0.6550 -0.7971 3.7804 -0.1 -0.5 -0.1 0.094
C 2.8562 -4.6741 7.0385 -0.5 1.0 -0.9 -0.048
C 2.1342 -3.6245 6.1216 1.1 0.0 0.5 -0.155
O 2.2133 -4.0963 4.7433 -0.3 0.0 0.2 0.038
C 3.2435 -3.7308 4.0115 2.5 3.2 0.9 -0.348
O 4.2138 -3.0018 4.3270 -3.0 -2.5 -0.3 0.106
C 3.0957 -4.0962 2.5347 0.5 0.5 -1.7 -0.546
F 2.4206 -3.1529 1.8396 0.2 -0.2 1.1 0.152
F 4.3280 -4.1504 1.9726 0.0 0.1 0.3 0.131
F 2.5341 -5.2493 2.2992 -0.6 -0.9 0.3 0.204
H 3.9259 -4.4895 7.1363 -0.1 0.2 -0.1 0.069
H 2.7363 -5.6261 6.5212 -0.1 -0.2 0.4 0.077
H 2.4006 -4.6821 8.0287 0.0 -0.2 -0.1 0.065
H 2.5479 -2.6160 6.1249 0.5 -0.2 0.2 0.113
H 1.1035 -3.4458 6.4280 -0.2 -0.7 -0.6 0.122
C -2.4871 4.2378 3.0835 1.1 -0.2 -0.8 -0.050
C -3.3507 2.9958 3.0360 1.3 0.0 2.0 -0.222
O -3.9341 2.8011 1.7888 -2.2 0.0 -1.1 0.062
C -3.3961 2.3204 0.7023 4.5 -2.2 -0.5 -0.270
O -2.2207 1.9288 0.5617 -3.8 1.4 1.1 0.034
C -4.3618 2.1217 -0.5182 0.1 0.2 0.0 -0.487
F -3.7803 2.6204 -1.6012 -0.7 1.1 0.4 0.184
F -4.5653 0.8466 -0.8524 -0.3 -0.3 1.1 0.158
F -5.5946 2.6733 -0.2492 1.1 -0.2 -0.6 0.116
H -1.5010 4.0952 2.6415 0.3 -0.6 0.2 0.081
H -2.3526 4.5790 4.1099 -0.2 0.2 -0.1 0.070
H -2.8152 4.9942 2.3706 -0.7 0.3 0.5 0.085
H -4.0870 3.0741 3.8359 -1.2 0.5 -0.8 0.110
H -2.8994 2.0933 3.4482 1.0 -0.2 -0.9 0.118
C 5.0317 -1.9526 -1.4074 -0.4 0.0 0.0 -0.061
C 3.8295 -1.5414 -0.5248 1.4 0.3 -1.8 -0.140
O 4.2435 -0.2364 -0.0425 0.3 0.7 1.9 0.027
C 3.4353 0.4970 0.7001 -5.0 -0.9 -1.8 -0.230
O 2.1540 0.3922 0.6372 5.8 0.8 1.1 -0.003
C 4.1343 1.6603 1.5243 0.3 -1.3 -3.5 -0.587
F 3.8335 2.7713 0.9087 -0.2 1.2 -0.3 0.206
F 3.6294 1.6506 2.6922 -0.1 0.2 2.7 0.225
F 5.5048 1.5916 1.5198 -1.0 -0.4 0.6 0.125
H 5.3144 -1.1526 -2.0917 -0.1 0.2 0.1 0.080
H 4.7729 -2.7962 -2.0473 -0.1 -0.2 0.2 0.074
H 5.8991 -2.2041 -0.7970 0.0 0.0 0.0 0.067
H 3.7691 -2.2475 0.3034 -0.7 0.4 -0.1 0.104
H 2.9729 -1.3760 -1.1782 -0.5 -0.4 0.6 0.122
C -3.9823 0.8555 -4.9597 0.5 0.1 0.5 -0.057
C -4.2256 -0.0228 -3.7465 0.5 -0.3 -0.3 -0.165
O -4.0053 -1.4567 -4.0584 0.1 -1.4 0.3 0.003
C -2.8291 -2.0681 -3.7820 1.9 4.4 0.6 -0.308
O -1.8081 -1.4252 -3.4866 -2.6 -2.6 -0.7 0.152
C -2.8348 -3.6061 -3.8293 0.2 -0.7 0.8 -0.505
F -4.0486 -4.1434 -3.9999 0.0 0.2 -0.3 0.148
F -2.0338 -4.0999 -4.8097 -0.4 0.5 0.7 0.139
F -2.3951 -4.0484 -2.6277 0.0 0.2 -1.1 0.158
H -4.8444 0.8929 -5.6257 0.1 -0.1 -0.1 0.067
H -3.0536 0.5812 -5.4600 -0.2 -0.2 -0.2 0.084
H -3.7553 1.8530 -4.5834 -0.2 0.2 -0.1 0.070
H -5.2766 0.0368 -3.4636 0.1 -0.3 0.1 0.115
H -3.6170 0.2592 -2.8874 0.2 -0.2 -0.3 0.094
```
Positions in Å, forces in eV/Å.

## Properties
Lowest unoccupied orbital energy (eV): 4.59
Spin multiplicity: 1
Charge: -3
HOMO-LUMO gap (eV): 3.7836
HOMO level (eV): 0.806

***

Computed relative energy (zero: lowest compared OMol25 entry of this formula, charge and spin) (kcal/mol) in order:
0.0; 136.8; 88.5; 0.0; 21.8
Computed E (a.u.) in order:
-2640.21026; -252.53499; -645.66346; -1453.39069; -4215.93166